Arrangement w

C6H11N2 | ωB97M-V/def2-TZVPD

Computed properties:
Net charge: +1
LUMO: -0.12240 Ha

Each line ends with the natural charge from an NBO analysis.
Element x y z (Å)
C1 -1.879 1.931 1.062  -0.41
C2 0.459 -0.859 0.487  -0.51
C3 -1.422 0.731 1.830  -0.14
C4 -0.952 1.465 -0.085  -0.43
C5 1.244 -1.205 -0.851  0.59
C6 -0.599 0.302 0.805  -0.01
N1 0.556 -1.416 -1.944  -0.71
N2 2.549 -1.298 -0.798  -0.71
H1 -2.940 1.933 0.814  0.22
H2 -1.612 2.886 1.510  0.23
H3 -0.076 -1.788 0.720  0.27
H4 1.221 -0.739 1.260  0.24
H5 -1.634 0.356 2.811  0.22
H6 -1.477 1.223 -1.008  0.20
H7 0.991 -1.668 -2.821  0.42
H8 -0.449 -1.321 -1.937  0.44
H9 -0.128 2.142 -0.306  0.21
H10 3.053 -1.100 0.053  0.44
H11 3.095 -1.576 -1.602  0.42

---

Arrangement x

C6H11N2 | ωB97M-V/def2-TZVPD

Computed properties:
Net charge: +1
LUMO: -0.16067 Ha

Each line ends with the natural charge from an NBO analysis.
Element x y z (Å)
C1 -1.745 1.341 1.111  0.23
C2 -0.602 1.608 0.768  -0.16
C3 -2.691 0.324 0.629  -0.46
C4 -1.649 -0.666 -0.028  -0.38
C5 -0.373 -0.102 -0.739  -0.47
C6 0.431 0.873 0.111  0.39
N1 2.704 -1.032 -0.154  -1.07
N2 1.718 1.180 0.108  -0.67
H1 -3.423 -0.034 1.346  0.27
H2 -3.033 0.943 -0.143  0.25
H3 -1.495 -1.373 0.793  0.23
H4 -2.144 -1.119 -0.944  0.24
H5 0.288 -0.926 -0.959  0.24
H6 -0.740 0.380 -1.667  0.27
H7 2.505 -1.432 0.769  0.40
H8 3.726 -0.871 -0.328  0.42
H9 2.274 -1.661 -0.818  0.39
H10 1.929 2.175 0.433  0.44
H11 2.320 0.391 -0.289  0.44

---

Structures ranked by computed energy, the most stable listed first: arrangement w, arrangement x.